Below is 15 unconnected molecules or ions with the total composition H29O15 in a non-equilibrium geometry, with properties calculated with ωB97M-V/def2-TZVPD.

XYZ file:
```
44
Properties=species:S:1:pos:R:3:forces:R:3:mulliken_charge:R:1
O -2.689181 3.032317 1.818195 -1.765 0.926 0.042 -0.6432
H -2.179565 3.637949 1.263938 0.271 -0.732 0.021 0.3405
H -0.998142 -1.494603 -3.814246 -0.687 -0.406 -0.104 0.4083
O 1.233634 0.382396 3.545965 0.320 0.219 0.522 -0.6765
H 0.835114 0.853244 2.808679 -0.209 -0.185 -0.052 0.2406
H -1.585226 0.589050 1.055963 0.062 0.842 0.775 0.1161
O -0.734971 -1.203782 -4.710793 0.191 -0.103 0.812 -0.6794
H 0.127047 2.833005 0.423316 -0.347 -0.212 -0.036 0.3209
H -2.211055 -1.558084 -1.886461 0.138 0.189 0.313 0.1488
O 0.936800 -4.180299 -1.591435 0.692 -2.422 1.424 -0.6419
H 2.892844 -3.372286 -0.594994 -0.693 -0.260 0.517 0.2656
H 1.465693 -3.704268 -2.210179 -0.901 1.082 -0.697 0.3263
O 0.628506 -2.010434 2.187065 0.017 0.447 -1.018 -0.6716
H 0.179886 -1.312387 1.660792 -0.973 0.132 0.578 0.3611
H -3.889994 -0.418355 -2.332808 0.743 0.328 -0.242 0.3292
O 1.264740 1.389591 0.419860 -0.436 -0.169 0.969 -0.8165
H 2.370002 3.536559 0.454144 -0.704 -0.262 -0.133 0.2966
H 1.845151 1.132589 1.137982 0.470 0.032 0.015 0.1708
O -0.760802 3.020130 0.037070 0.927 0.367 -0.127 -0.6478
H 1.272790 -2.215012 1.501902 0.524 -0.595 0.773 0.3613
H 1.054432 -0.564337 3.421210 -0.006 0.214 -0.337 0.4177
O 0.770277 -0.095283 -1.654786 -0.913 -0.504 -1.133 -0.6423
H 1.700927 -0.227625 -1.841361 0.050 0.129 0.622 0.2120
H -2.104210 2.431683 2.241361 1.079 -0.404 0.325 0.2829
O 2.579134 -2.473880 -0.506593 3.698 1.120 -1.793 -0.6009
H -3.483939 -0.704216 -3.874965 0.636 0.170 0.384 0.3268
H 0.088471 -0.830613 -4.384505 0.473 0.501 -0.631 0.2950
O 2.050447 4.299284 0.942855 0.821 0.746 0.572 -0.6504
H 0.001991 -4.061640 -1.466127 -0.248 1.083 -0.946 0.2879
O -3.402377 0.295698 -0.450150 -0.160 -0.085 -0.436 -0.6140
H -2.786532 0.483052 0.273809 -0.707 -0.290 -0.643 0.1305
H 1.113384 4.435588 0.815433 -0.123 -0.333 -0.427 0.3118
O 4.103913 0.126299 4.324673 0.333 0.150 0.517 -0.6507
H 3.280016 0.612567 4.187161 -0.145 -0.320 -0.327 0.3515
H 4.353920 -0.273208 3.491305 -0.259 0.075 -0.203 0.2946
O -4.181453 -0.603541 -3.229427 -1.276 -0.317 -0.163 -0.6502
H -0.723709 2.355327 -0.657482 -0.402 0.033 -0.297 0.2870
H 0.620905 0.240603 -0.756827 1.125 0.340 -0.035 0.3477
O -1.279432 -1.784077 -1.964505 -0.119 -0.401 -0.275 -0.6081
H 1.829406 -2.374754 0.001430 -2.470 -0.505 0.992 0.3050
H -4.210016 -0.077556 -0.088116 0.095 0.139 0.391 0.2981
O -0.798253 0.115393 0.846771 1.549 -0.683 -0.014 -0.5611
H -0.734926 -1.038075 -1.639083 -0.104 -0.226 -0.119 0.5716
H 0.154355 0.776011 0.793949 -0.565 0.150 -0.376 0.3484
```
Positions in Å, forces in eV/Å.

- Lowest unoccupied orbital energy: 2.53 eV
- Energy: -31185.2351 eV
- Energy above the lowest of the compared OMol25 structures with the same formula, charge and spin: 22.7 kcal per mole
- Net charge: -1
- Highest occupied orbital energy: -7.40 eV
- Frontier orbital gap: 9.933 eV
- 2S+1: 1